This record from OMol25 describes C26H29BN9O3Pd as an isolated structure. The level of theory is ωB97M-V/def2-TZVPD.

Computed properties:
- Energy relative to the best compared isomer or geometry (same formula, charge and spin): 36.4 kJ/mol
- Total charge: -1
- LUMO energy: 0.10010 Ha
- Kohn-Sham gap: 4.88 eV
- E: -51144.762 eV
- Highest occupied orbital energy: -2.2 eV
- F_max: 0.6 eV/Å

CARTESIAN COORDINATES (ANGSTROEM)
Pd  -0.2504  0.0052  -0.2933
C  -2.4419  -3.9769  -0.0338
C  -3.2847  -3.8082  1.0480
C  -3.3362  -2.5720  1.6721
C  -2.5199  -1.5534  1.1999
N  -1.7082  -1.7148  0.1481
C  -1.6846  -2.8958  -0.4598
C  -2.4712  -0.2173  1.8577
C  -2.5105  -0.0778  3.2416
C  -2.4066  1.1966  3.7747
C  -2.2709  2.2763  2.9137
C  -2.2365  2.0358  1.5483
N  -2.3310  0.8156  1.0288
H  -2.3739  -4.9191  -0.5585
H  -3.9050  -4.6244  1.3979
H  -4.0148  -2.3856  2.4939
H  -1.0370  -2.9607  -1.3222
H  -2.5844  -0.9513  3.8756
H  -2.4163  1.3429  4.8480
H  -2.1797  3.2879  3.2874
H  -2.1077  2.8428  0.8364
O  0.7098  2.9606  -0.2024
B  0.9198  1.5878  -0.6724
O  2.0362  1.7333  -1.6260
C  2.3692  3.0379  -1.7079
C  3.3195  3.6441  -2.5013
C  3.4531  5.0341  -2.4068
C  2.6570  5.7724  -1.5426
C  1.6938  5.1494  -0.7408
C  1.5662  3.7810  -0.8436
H  3.9291  3.0604  -3.1793
H  4.1908  5.5406  -3.0174
H  2.7797  6.8474  -1.4893
H  1.0637  5.7149  -0.0662
C  4.6284  -2.2119  4.4397
C  4.7819  -0.9627  3.5786
C  5.5311  -1.2806  2.2882
C  3.4372  -0.2956  3.2924
N  2.5230  -1.1284  2.5376
C  2.3224  -1.2012  1.2169
N  1.4001  -2.0961  0.9848
N  1.0376  -2.5824  2.1881
N  1.7024  -2.0139  3.1313
H  5.6081  -2.6107  4.7091
H  4.0799  -2.9879  3.9043
H  4.0783  -2.0021  5.3584
H  5.3587  -0.2205  4.1421
H  5.0133  -2.0574  1.7220
H  6.5366  -1.6444  2.5055
H  5.6225  -0.4028  1.6453
H  3.5815  0.6166  2.7116
H  2.9296  -0.0307  4.2199
H  2.8020  -0.5877  0.4748
C  -5.6769  -1.3459  -4.7772
N  -4.2988  -1.0014  -4.4901
C  -3.7450  0.1154  -5.0325
C  -2.4944  0.4971  -4.7325
C  -1.7931  -0.2927  -3.7428
N  -2.3151  -1.3945  -3.2370
C  -3.5522  -1.8177  -3.6033
O  -4.0598  -2.8604  -3.2116
N  -0.5753  0.0908  -3.3378
H  -5.8960  -1.1482  -5.8271
H  -6.3670  -0.7730  -4.1529
H  -5.8108  -2.4017  -4.5636
H  -4.3780  0.6736  -5.7117
H  -2.0556  1.3819  -5.1674
H  -0.2677  0.9996  -3.6529
H  -0.3056  -0.0322  -2.3192

***

This record from OMol25 describes one molecule with the formula C26H29BrN2O5. The level of theory is ωB97M-V/def2-TZVPD.

Computed properties:
- Structure (SMILES): COc1cc(NC(=O)C2=C(N3CCOCC3)/C(=C\c3ccc(Br)cc3)CC2)cc(OC)c1OC
- LUMO energy: 0.01339 Ha
- Kohn-Sham gap: 8.19 eV
- E: -110691.060 eV
- Highest occupied orbital energy: -7.8 eV
- F_max: 0.6 eV/Å

CARTESIAN COORDINATES (ANGSTROEM)
C  -4.3253  -0.9162  -3.1260
O  -2.9982  -1.3616  -3.2573
C  -2.2552  -1.5742  -2.1269
C  -2.7624  -1.3841  -0.8455
C  -1.9892  -1.6427  0.2799
N  -2.5544  -1.4053  1.5409
C  -1.9918  -0.9284  2.6949
O  -2.6918  -0.7483  3.6730
C  -0.5274  -0.7180  2.7207
C  0.2607  0.2322  2.1676
N  -0.0555  1.3801  1.4585
C  -1.4242  1.5872  1.0326
C  -1.4575  2.7409  0.0258
O  -0.9226  3.9267  0.5580
C  0.4090  3.7215  0.9646
C  0.4998  2.6106  2.0086
C  1.6670  -0.1049  2.4363
C  2.7477  0.2150  1.7133
C  2.7716  0.9473  0.4505
C  3.7924  1.8617  0.1901
C  3.8501  2.5434  -1.0100
C  2.8907  2.2896  -1.9756
Br  2.9622  3.2226  -3.6380
C  1.8838  1.3645  -1.7563
C  1.8252  0.7025  -0.5462
C  1.6760  -1.0378  3.6149
C  0.2744  -1.6632  3.5859
C  -0.7013  -2.1392  0.1272
C  -0.1688  -2.3015  -1.1424
O  1.0915  -2.7458  -1.3897
C  1.9087  -3.0970  -0.3004
C  -0.9294  -2.0010  -2.2902
O  -0.2789  -2.2150  -3.4696
C  -0.6755  -1.5275  -4.6350
H  -4.7000  -0.8230  -4.1442
H  -4.3790  0.0596  -2.6324
H  -4.9418  -1.6381  -2.5811
H  -3.7722  -1.0325  -0.7080
H  -3.5661  -1.4490  1.5820
H  -2.0811  1.8185  1.8864
H  -1.7810  0.6904  0.5310
H  -2.4866  2.9688  -0.2569
H  -0.8882  2.4451  -0.8690
H  0.7524  4.6685  1.3839
H  1.0310  3.4589  0.0963
H  -0.0705  2.9165  2.9006
H  1.5394  2.4522  2.2911
H  3.7162  -0.1105  2.0754
H  4.5432  2.0512  0.9437
H  4.6349  3.2600  -1.1980
H  1.1579  1.1562  -2.5275
H  1.0476  -0.0261  -0.3852
H  1.8147  -0.4692  4.5375
H  2.4722  -1.7784  3.5516
H  0.3027  -2.6739  3.1672
H  -0.1844  -1.7367  4.5732
H  -0.1208  -2.3910  0.9939
H  1.4780  -3.9223  0.2763
H  2.8512  -3.4210  -0.7388
H  2.0940  -2.2444  0.3623
H  0.1475  -1.6597  -5.3372
H  -1.5901  -1.9436  -5.0626
H  -0.8225  -0.4611  -4.4456

***

This record from OMol25 describes C26H29FN6O3STi as an isolated structure in a non-equilibrium geometry. The level of theory is ωB97M-V/def2-TZVPD.

Computed properties:
- Energy relative to the best compared isomer or geometry (same formula, charge and spin): 69.4 kJ/mol
- Total charge: +1
- LUMO energy (spin up / spin down): -0.09273 / -0.09639 Ha
- Kohn-Sham gap (spin up / spin down): 7.78 / 7.80 eV
- E: -79184.536 eV
- Highest occupied orbital energy (spin up / spin down): -10.3 / -10.4 eV
- <S²>: 0.75
- 2S+1: 2
- F_max: 4.4 eV/Å

CARTESIAN COORDINATES (ANGSTROEM)
Ti  0.9277  1.3573  0.4062
C  3.5651  2.5604  0.2332
C  3.2958  2.8459  1.7115
N  2.2113  1.9636  2.1916
C  1.4075  2.5460  3.2666
C  0.3952  3.4815  2.6596
C  -0.1743  4.5404  3.3422
C  -1.1544  5.2901  2.7089
C  -1.5454  4.9559  1.4235
C  -0.9283  3.8813  0.8054
C  -1.3609  3.3405  -0.5296
N  -0.2810  2.5694  -1.1626
C  0.6350  3.3272  -2.0439
C  1.9090  3.6963  -1.3052
N  2.2597  2.5631  -0.4466
N  0.0344  3.1828  1.4077
H  4.0251  1.5820  0.1037
H  4.2300  3.3115  -0.1949
H  2.9594  3.8793  1.8220
H  4.2051  2.7254  2.3032
H  2.6030  1.0711  2.4723
H  2.0153  3.0628  4.0146
H  0.8656  1.7358  3.7554
H  0.1420  4.7680  4.3509
H  -1.6151  6.1254  3.2189
H  -2.3225  5.5060  0.9111
H  -1.7279  4.1367  -1.1827
H  -2.1877  2.6512  -0.3333
H  -0.6938  1.8248  -1.7114
H  0.1559  4.2099  -2.4710
H  0.8986  2.6613  -2.8698
H  1.7560  4.5638  -0.6563
H  2.7041  3.9483  -2.0111
H  2.0294  1.6873  -1.0281
C  0.5104  -6.0103  -1.9188
C  -0.1309  -5.5742  -0.6087
C  -1.5141  -6.1603  -0.3729
C  -2.4937  -5.6657  -1.4263
C  -2.4567  -4.1638  -1.5246
C  -3.5296  -3.4634  -2.0244
C  -3.4998  -2.0721  -2.0858
F  -4.5752  -1.4399  -2.5742
C  -2.4303  -1.3477  -1.6509
C  -1.3173  -2.0335  -1.1469
C  -0.1696  -1.2816  -0.6630
O  -0.1902  -0.0154  -0.7566
C  0.8927  -2.0251  -0.1113
C  0.8158  -3.4006  -0.1132
N  -0.2198  -4.0932  -0.5666
C  -1.3310  -3.4341  -1.0857
C  2.1437  -1.4355  0.4535
O  3.0752  -2.1413  0.7683
O  2.1584  -0.1279  0.5901
H  0.5672  -7.0980  -1.9610
H  1.5219  -5.6129  -2.0035
H  -0.0615  -5.6614  -2.7791
H  0.5179  -5.8501  0.2226
H  -1.8597  -5.8692  0.6216
H  -1.4424  -7.2475  -0.3888
H  -3.5071  -5.9845  -1.1830
H  -2.2580  -6.1029  -2.3999
H  -4.4174  -3.9845  -2.3597
H  -2.4461  -0.2689  -1.6612
H  1.6535  -3.9663  0.2761
S  -3.2090  0.7663  1.6567
C  -1.6052  0.6443  1.7646
N  -0.4306  0.5686  1.8509

***

This record from OMol25 describes C26H29FeN5O2S4Si as an isolated structure. The level of theory is ωB97M-V/def2-TZVPD.

Computed properties:
- Energy relative to the best compared isomer or geometry (same formula, charge and spin): 51.8 kJ/mol
- Total charge: -2
- LUMO energy (spin up / spin down): 0.14291 / 0.14291 Ha
- Kohn-Sham gap (spin up / spin down): 4.94 / 5.79 eV
- E: -124587.552 eV
- Highest occupied orbital energy (spin up / spin down): -1.1 / -1.9 eV
- <S²>: 6.01
- 2S+1: 5
- F_max: 0.8 eV/Å

CARTESIAN COORDINATES (ANGSTROEM)
Fe  -1.2103  0.6791  1.1012
N  -1.5841  -0.5756  -0.8520
C  -3.0170  -0.7129  -1.1716
C  -3.7010  -1.5769  -0.1153
C  -3.9790  -0.8066  1.1861
O  -5.1091  -0.8817  1.6737
O  -3.0091  -0.1248  1.6407
H  -1.0919  -0.0317  -1.5522
H  -1.1557  -1.4977  -0.8538
H  -3.1410  -1.1645  -2.1644
H  -3.4830  0.2752  -1.1964
H  -3.0419  -2.4277  0.0947
H  -4.6574  -1.9622  -0.4680
S  -1.0476  1.7470  3.7055
C  -0.5049  0.1283  3.8850
C  -0.2026  -0.4615  5.1376
C  0.2080  -1.7678  5.2025
C  0.3358  -2.5133  4.0268
C  0.0412  -1.8789  2.8388
N  -0.3616  -0.6096  2.7591
H  -0.3101  0.1468  6.0253
H  0.4347  -2.2200  6.1629
H  0.6622  -3.5442  4.0339
H  0.1434  -2.3928  1.8900
C  -1.2608  4.4217  0.8732
Si  -1.8734  2.8109  0.0438
C  -1.4634  3.1518  -1.8087
C  -3.7802  2.9923  0.1184
C  -4.4102  2.8319  1.3613
C  -5.7910  2.8076  1.4805
C  -6.5947  2.9420  0.3540
C  -6.0005  3.1038  -0.8882
C  -4.6124  3.1267  -0.9970
H  -1.7906  5.3017  0.4916
H  -0.1903  4.5574  0.6822
H  -1.3952  4.3720  1.9563
H  -1.5666  4.2102  -2.0780
H  -2.1043  2.5762  -2.4855
H  -0.4304  2.8515  -2.0119
H  -3.8000  2.6753  2.2454
H  -6.2429  2.6489  2.4523
H  -7.6743  2.8927  0.4429
H  -6.6168  3.2036  -1.7763
H  -4.1705  3.2534  -1.9803
C  3.2019  2.9375  1.0072
C  1.9697  2.1688  1.1221
N  1.0035  1.5631  1.2127
H  3.3337  3.5518  1.8964
H  3.1496  3.5823  0.1312
H  4.0496  2.2614  0.9037
S  6.9250  -1.6456  -0.1891
C  5.3136  -1.8104  -0.6473
S  4.0697  -1.0208  0.2378
C  2.8130  -1.6755  -0.8083
N  3.3268  -2.4296  -1.7430
N  4.7215  -2.4991  -1.6455
C  5.3288  -3.2976  -2.6619
C  6.7076  -3.4365  -2.7935
C  7.2309  -4.2119  -3.8210
C  6.4064  -4.8583  -4.7256
C  5.0314  -4.7239  -4.5848
C  4.4919  -3.9559  -3.5678
S  1.1908  -1.2851  -0.5251
H  7.3659  -2.9412  -2.0997
H  8.3072  -4.3044  -3.9039
H  6.8250  -5.4561  -5.5258
H  4.3619  -5.2226  -5.2751
H  3.4253  -3.8483  -3.4597

***

- Which of these has the highest F_max?
  C26H29FN6O3STi

***

- Which of these has the highest F_max?
  C26H29FN6O3STi

***

- Which value of E does entry 3 give?
  -79184.536 eV